Record 1
{
  "formula": "C9H11O3",
  "method": "ωB97M-V/def2-TZVPD",
  "s_squared": 0.778,
  "multiplicity": 2,
  "orbital_gap_ev": [8.628, 5.271],
  "total_energy_ev": -15652.253,
  "species": ["C", "C", "C", "C", "C", "C", "C", "O", "H", "H", "H", "H", "H", "H", "H", "H", "C", "C", "O", "O", "H", "H", "H"],
  "xyz": [[2.7784, 2.3485, 1.9194], [0.7982, -0.8909, -0.0314], [0.0748, 0.2926, 0.3203], [2.2319, -0.8414, -0.0367], [0.7233, 1.3814, 0.8172], [2.8296, 0.2071, 0.5982], [2.0872, 1.2802, 1.1554], [0.2818, -1.9262, -0.5792], [-0.7988, -1.9135, -0.6173], [-0.9538, 0.3819, -0.0190], [2.8665, -1.5760, -0.5181], [0.1701, 2.2459, 1.1499], [3.8608, 0.1406, 0.9145], [3.1874, 3.1084, 1.2509], [3.6160, 1.9360, 2.4814], [2.0752, 2.8527, 2.5770], [-4.2260, -1.5464, -1.8691], [-2.9317, -0.9733, -1.3429], [-2.1884, -1.8266, -0.7435], [-2.6757, 0.2177, -1.5061], [-4.8386, -1.9112, -1.0274], [-4.1303, -2.2660, -2.6475], [-4.8377, -0.7214, -2.2461]]
}

=====

Record 2
{
  "formula": "C9H12",
  "method": "ωB97M-V/def2-TZVPD",
  "multiplicity": 1,
  "orbital_gap_ev": 9.066,
  "total_energy_ev": -9522.409,
  "species": ["C", "C", "C", "C", "C", "C", "C", "C", "C", "H", "H", "H", "H", "H", "H", "H", "H", "H", "H", "H", "H"],
  "xyz": [[1.4113, -1.4783, -0.1824], [1.5704, -1.6632, 1.3407], [1.6787, -1.7057, -1.3524], [0.7345, -0.7449, 0.9789], [1.9821, -1.9970, -2.7300], [-0.0383, 1.3349, -0.1247], [-0.2335, 0.9850, 2.3590], [-1.6676, -0.3554, 0.7830], [-0.2974, 0.3079, 0.9834], [2.9401, -1.5608, -3.0167], [1.2000, -1.5827, -3.3655], [2.0189, -3.0738, -2.8935], [-0.1748, 0.8829, -1.1056], [-0.7295, 2.1708, -0.0269], [0.9781, 1.7232, -0.0639], [-0.2070, 0.2354, 3.1486], [-1.1059, 1.6196, 2.5095], [0.6638, 1.5960, 2.4385], [-1.8933, -1.0069, 1.6254], [-1.6717, -0.9537, -0.1263], [-2.4501, 0.3962, 0.7037]]
}

=====

Record 3
{
  "formula": "C9H12",
  "method": "ωB97M-V/def2-TZVPD",
  "s_squared": 2.017,
  "multiplicity": 3,
  "orbital_gap_ev": [5.275, 7.046],
  "total_energy_ev": -9518.485,
  "species": ["C", "C", "C", "C", "C", "C", "C", "C", "C", "H", "H", "H", "H", "H", "H", "H", "H", "H", "H", "H", "H"],
  "xyz": [[-0.0390, 1.1690, -0.6555], [2.0549, -1.6431, -0.2586], [-0.8861, 1.5828, 0.4292], [0.9137, -1.0807, -0.3581], [-0.0352, -0.2958, -0.6844], [-1.4232, 1.9629, 1.4151], [2.9290, -1.9404, -1.3862], [-1.4874, -0.8217, -0.9018], [-2.0311, 2.2505, 2.7044], [-0.4633, 1.6149, -1.6910], [0.9363, 1.4983, -0.4080], [2.3949, -2.1566, 0.6743], [2.8351, -3.1136, -1.4578], [3.8791, -1.5997, -1.2605], [2.4178, -1.6781, -2.2746], [-1.8290, -0.4326, -1.7983], [-2.0861, -0.2750, -0.1639], [-1.5928, -1.9242, -0.9541], [-1.2253, 2.6535, 3.3814], [-2.3644, 1.3156, 3.0106], [-2.8980, 2.9139, 2.6378]]
}

=====

Record 4
{
  "formula": "C9H12Br2",
  "method": "ωB97M-V/def2-TZVPD",
  "multiplicity": 1,
  "orbital_gap_ev": 9.882,
  "total_energy_ev": -149611.617,
  "species": ["C", "C", "C", "C", "C", "C", "C", "C", "C", "Br", "Br", "H", "H", "H", "H", "H", "H", "H", "H", "H", "H", "H", "H"],
  "xyz": [[0.9392, 2.0929, 0.7724], [1.6417, 0.9343, 1.1153], [0.3001, 2.0838, -0.4812], [1.8326, -0.1841, 0.3218], [0.5693, 1.0404, -1.3999], [1.1775, -0.1195, -0.9214], [1.3820, -1.2353, -1.9466], [-1.9368, -0.5003, 1.7479], [-2.1566, -1.2160, 0.4992], [-2.8792, 0.1625, -0.7556], [-3.5222, -2.5731, 0.7113], [0.7329, 2.9053, 1.4529], [2.2430, 1.0556, 2.0094], [-0.1665, 2.8686, -0.9508], [2.3655, -1.0260, 0.7948], [0.1308, 1.1222, -2.3842], [1.3989, -0.7988, -3.0073], [0.6538, -2.0376, -1.7995], [2.3475, -1.8782, -1.8467], [-1.7568, -1.1640, 2.5077], [-2.8980, 0.0893, 1.9803], [-1.0222, 0.0835, 1.5911], [-1.3765, -1.7055, -0.0110]]
}

=====

Record 5
{
  "formula": "C9H12Br2FNO2",
  "method": "ωB97M-V/def2-TZVPD",
  "multiplicity": 1,
  "orbital_gap_ev": 9.175,
  "total_energy_ev": -157911.470,
  "species": ["C", "N", "O", "O", "H", "H", "H", "Br", "C", "C", "Br", "H", "H", "H", "H", "F", "C", "C", "C", "C", "C", "C", "H", "H", "H", "H", "H"],
  "xyz": [[0.2297, 1.3312, -2.5783], [0.4857, 0.6109, -1.3159], [0.8121, -0.5787, -1.4168], [0.2362, 1.2804, -0.3170], [-0.7384, 1.8289, -2.5218], [0.2417, 0.6300, -3.4127], [1.1392, 1.9221, -2.6863], [-3.3404, 6.1884, -3.7273], [-3.2299, 8.0990, -4.1725], [-2.6669, 9.0494, -3.0910], [-4.1144, 9.1305, -1.8191], [-4.1318, 8.5385, -4.5984], [-2.5641, 8.0162, -5.0315], [-2.3989, 10.0413, -3.4551], [-1.8788, 8.5006, -2.5755], [1.4444, -6.2630, 6.1567], [1.7264, -6.2791, 4.8391], [1.9468, -5.0297, 4.2565], [2.0488, -4.9776, 2.9024], [1.9017, -6.1690, 2.1927], [1.7123, -7.4248, 2.7841], [1.5744, -7.4466, 4.1848], [2.0336, -4.1626, 4.8943], [2.3233, -4.0340, 2.4546], [2.0506, -6.0988, 1.1253], [1.7075, -8.3329, 2.1995], [1.4493, -8.3709, 4.7292]]
}

=====

Record 6
{
  "formula": "C9H12BrN2",
  "method": "ωB97M-V/def2-TZVPD",
  "multiplicity": 1,
  "orbital_gap_ev": 8.628,
  "total_energy_ev": -82541.729,
  "charge": 1,
  "species": ["C", "C", "C", "C", "C", "C", "C", "C", "C", "N", "N", "Br", "H", "H", "H", "H", "H", "H", "H", "H", "H", "H", "H", "H"],
  "xyz": [[-0.5647, -2.3625, 0.9818], [0.1885, -2.2453, 2.1297], [0.8861, -0.0939, 1.4979], [0.2511, -0.1696, 0.2727], [-0.5231, -1.3478, 0.0365], [-0.3965, 0.1028, -1.9048], [0.0840, 0.9800, -0.7558], [1.4737, 1.7565, -0.8864], [-0.9625, 1.9858, -0.3510], [0.8177, -1.1355, 2.4228], [-1.1414, -1.2835, -1.1216], [-2.5115, -2.3132, -2.0265], [-1.2079, -3.2576, 0.6707], [0.2074, -2.9997, 2.9755], [1.4403, 0.7689, 1.5919], [-1.2881, 0.4582, -2.3947], [0.3720, -0.3401, -2.4927], [1.2810, 2.5897, -0.2241], [1.5899, 2.0305, -1.9239], [2.3774, 1.2044, -0.7196], [-1.0753, 2.5240, -1.3623], [-0.5790, 2.6101, 0.4121], [-1.8705, 1.5140, -0.1698], [1.1511, -0.9760, 3.3414]]
}

=====

Record 7
{
  "formula": "C9H12BrOP",
  "method": "ωB97M-V/def2-TZVPD",
  "multiplicity": 1,
  "orbital_gap_ev": [7.210, 7.211],
  "total_energy_ev": -90905.248,
  "species": ["C", "C", "C", "C", "C", "C", "C", "C", "C", "O", "P", "Br", "H", "H", "H", "H", "H", "H", "H", "H", "H", "H", "H", "H"],
  "xyz": [[1.2546, -0.1355, 0.8120], [0.5647, 1.7175, -0.4279], [1.5430, 1.1152, 0.3828], [0.1137, -0.8611, 0.6356], [-0.5543, 1.0034, -0.8614], [-0.8303, -0.2734, -0.2362], [2.7356, 1.8142, 0.7491], [0.0378, -2.1614, 1.3770], [-1.5590, 1.4539, -1.8747], [-2.7232, -1.8474, 0.6820], [-2.3540, -1.1360, -0.7279], [-0.9648, -3.5489, -1.9511], [1.9313, -0.5670, 1.4930], [0.5067, 2.7284, -0.6755], [3.5623, 1.4046, 0.1752], [2.5756, 2.9235, 0.3437], [3.1350, 1.7004, 1.7168], [0.6291, -2.0774, 2.2117], [-1.0325, -2.4213, 1.4331], [0.3237, -2.9741, 0.7087], [-2.4339, 1.9045, -1.5732], [-1.0592, 2.0203, -2.5988], [-1.8868, 0.5954, -2.5703], [-3.5150, -2.3778, 0.7762]]
}

=====

Record 8
{
  "formula": "C9H12Cl2N",
  "method": "ωB97M-V/def2-TZVPD",
  "multiplicity": 1,
  "orbital_gap_ev": 9.507,
  "total_energy_ev": -36052.514,
  "charge": 1,
  "species": ["C", "C", "C", "C", "C", "C", "C", "C", "C", "N", "Cl", "Cl", "H", "H", "H", "H", "H", "H", "H", "H", "H", "H", "H", "H"],
  "xyz": [[-0.3581, 0.0304, 3.6221], [0.9114, -0.2778, 3.0334], [-1.4589, 0.0862, 2.8279], [-0.2311, -0.0635, 0.7484], [1.2018, -0.3360, 1.7176], [-1.3937, 0.0850, 1.4193], [0.4498, -1.2181, -1.3538], [1.0321, 1.1883, -0.8111], [-1.1773, 0.5173, -1.5785], [0.0254, 0.1011, -0.7041], [2.7303, -0.6468, 1.1410], [-2.9153, 0.5205, 0.6936], [-0.4965, 0.1124, 4.7833], [1.7465, -0.3459, 3.6794], [-2.4222, 0.3826, 3.1651], [1.3468, -1.3192, -0.8186], [-0.2359, -2.0561, -1.0970], [0.5664, -1.0749, -2.5157], [0.5792, 2.0790, -0.2606], [2.1304, 0.9306, -0.4952], [0.8133, 1.6262, -1.8092], [-0.8553, 0.4985, -2.6612], [-2.0872, -0.1937, -1.4824], [-1.5599, 1.4314, -1.4405]]
}

=====

Record 9
{
  "formula": "C9H12Cl2Si",
  "method": "ωB97M-V/def2-TZVPD",
  "multiplicity": 1,
  "orbital_gap_ev": 9.365,
  "total_energy_ev": -42451.116,
  "species": ["C", "C", "C", "C", "C", "C", "C", "C", "C", "Si", "Cl", "Cl", "H", "H", "H", "H", "H", "H", "H", "H", "H", "H", "H", "H"],
  "xyz": [[1.3161, 0.2329, 0.5404], [0.1384, -1.1253, -1.0484], [1.3207, -0.5377, -0.5892], [0.1129, 0.5697, 1.1157], [-1.0850, -0.7354, -0.5081], [-1.0412, 0.0168, 0.6415], [2.6683, -0.8983, -1.3095], [0.1729, 1.5092, 2.2809], [-2.3946, -1.2197, -0.9866], [-3.0487, 0.5827, 1.6640], [-2.8111, -0.0767, 3.5946], [-4.7756, -0.0886, 0.9352], [2.2113, 0.6504, 0.9664], [0.2824, -1.7751, -1.9085], [3.0345, -1.8637, -0.8143], [2.5545, -0.9333, -2.4316], [3.3480, -0.1634, -0.9585], [1.1104, 1.5147, 2.8326], [0.2874, 2.5475, 1.7074], [-0.7139, 1.6591, 2.8303], [-2.2882, -2.3270, -1.0370], [-3.2489, -1.0872, -0.3775], [-2.5859, -0.8920, -2.0135], [-2.9547, 1.9321, 1.4378]]
}

=====

Record 10
{
  "formula": "C9H12F3N2",
  "method": "ωB97M-V/def2-TZVPD",
  "multiplicity": 1,
  "orbital_gap_ev": 5.876,
  "total_energy_ev": -20645.672,
  "charge": 1,
  "species": ["N", "C", "C", "C", "F", "C", "F", "F", "H", "H", "H", "H", "H", "H", "H", "N", "C", "C", "C", "C", "C", "H", "H", "H", "H", "H"],
  "xyz": [[0.3731, -3.3473, 0.8834], [1.7336, -2.8114, 0.4694], [2.5796, -2.0856, 1.6713], [1.9493, -0.6729, 2.2136], [2.4509, -0.1959, 3.5545], [0.9766, 0.2009, 1.5041], [-0.4999, 0.0951, 1.5364], [1.5445, 1.3120, 0.6523], [0.1078, -4.1259, 0.2147], [0.3340, -3.7304, 1.8554], [-0.3100, -2.5546, 0.7374], [2.3633, -3.7651, 0.1261], [1.6744, -2.1257, -0.5015], [3.6726, -1.8873, 1.2348], [2.6730, -2.8365, 2.5762], [-1.3727, 1.2027, -2.2647], [-2.3840, 1.8464, -2.8877], [-2.9249, 3.0428, -2.4447], [-2.4010, 3.6144, -1.2900], [-1.3603, 2.9742, -0.6249], [-0.8835, 1.7827, -1.1472], [-2.7608, 1.3590, -3.7822], [-3.7352, 3.5172, -2.9866], [-2.8000, 4.5509, -0.9115], [-0.9306, 3.3935, 0.2778], [-0.0699, 1.2468, -0.6664]]
}